Computed, not measured: a 17-piece molecular cluster, C92H182F4O34 overall in a non-equilibrium geometry, with ωB97M-V with the def2-TZVPD basis set.

The calculation puts the HOMO energy at -0.319 hartree. The LUMO energy is 0.0168 Ha. The frontier orbital gap comes out at 9.124 eV.

Geometry (Å):
F (1.61, -2.50, -9.00)
C (2.21, -1.36, -8.56)
C (1.42, -0.41, -7.95)
C (2.04, 0.73, -7.41)
C (3.42, 0.91, -7.43)
C (4.16, -0.09, -8.06)
C (3.59, -1.17, -8.70)
H (0.38, -0.51, -7.83)
H (1.40, 1.49, -6.93)
H (3.90, 1.78, -6.96)
H (5.25, 0.07, -8.22)
H (4.17, -1.99, -9.10)
F (-0.07, -3.52, 6.30)
C (0.95, -2.98, 5.58)
C (0.93, -3.21, 4.24)
C (1.91, -2.63, 3.48)
C (2.88, -1.82, 4.12)
C (2.88, -1.61, 5.46)
C (1.86, -2.21, 6.24)
H (0.24, -3.82, 3.78)
H (2.00, -2.84, 2.39)
H (3.66, -1.31, 3.55)
H (3.63, -0.98, 5.93)
H (1.71, -2.12, 7.30)
F (2.31, 5.79, -4.31)
C (3.16, 4.81, -4.35)
C (4.43, 5.08, -4.82)
C (5.50, 4.21, -4.76)
C (5.21, 2.93, -4.35)
C (3.96, 2.62, -3.91)
C (2.90, 3.54, -3.89)
H (4.50, 6.12, -5.20)
H (6.48, 4.59, -5.01)
H (5.90, 2.12, -4.34)
H (3.87, 1.66, -3.45)
H (1.95, 3.14, -3.54)
F (0.65, 3.20, -0.62)
C (0.19, 3.86, 0.47)
C (-0.47, 5.02, 0.29)
C (-1.12, 5.61, 1.34)
C (-0.99, 5.06, 2.59)
C (-0.29, 3.89, 2.79)
C (0.40, 3.32, 1.73)
H (-0.48, 5.46, -0.70)
H (-1.62, 6.57, 1.18)
H (-1.44, 5.66, 3.39)
H (-0.13, 3.46, 3.77)
H (1.10, 2.57, 1.96)
C (-0.59, 2.47, -9.03)
O (-1.80, 1.72, -9.28)
C (-2.63, 1.64, -8.08)
C (-2.23, 0.59, -7.12)
O (-1.20, 1.03, -6.26)
C (-0.99, 0.14, -5.16)
C (0.13, 0.63, -4.26)
O (-0.06, 1.96, -3.76)
C (-1.33, 2.32, -3.30)
H (-0.15, 2.69, -9.99)
H (0.18, 1.93, -8.44)
H (-0.74, 3.45, -8.54)
H (-3.63, 1.35, -8.45)
H (-2.73, 2.65, -7.71)
H (-1.82, -0.31, -7.67)
H (-3.18, 0.30, -6.61)
H (-0.59, -0.77, -5.57)
H (-1.91, 0.01, -4.60)
H (1.10, 0.76, -4.82)
H (0.16, -0.05, -3.41)
H (-1.27, 3.22, -2.74)
H (-1.74, 1.53, -2.68)
H (-1.99, 2.41, -4.20)
C (-8.85, 2.79, 2.88)
O (-7.97, 1.62, 2.90)
C (-7.99, 0.97, 4.18)
C (-6.60, 0.87, 4.83)
O (-6.19, 2.12, 5.37)
C (-4.92, 2.51, 4.88)
C (-4.45, 3.83, 5.43)
O (-4.28, 3.78, 6.81)
C (-4.10, 5.04, 7.47)
H (-8.53, 3.39, 2.02)
H (-8.72, 3.38, 3.78)
H (-9.89, 2.43, 2.87)
H (-8.24, -0.15, 4.01)
H (-8.66, 1.49, 4.91)
H (-5.91, 0.52, 4.01)
H (-6.66, 0.15, 5.68)
H (-5.11, 2.73, 3.82)
H (-4.10, 1.77, 4.94)
H (-5.26, 4.49, 5.15)
H (-3.48, 4.07, 4.95)
H (-3.19, 5.56, 7.24)
H (-4.23, 4.72, 8.53)
H (-4.86, 5.76, 7.21)
C (1.60, -3.17, -3.89)
O (1.54, -2.19, -2.95)
C (2.82, -1.95, -2.24)
C (2.43, -0.83, -1.24)
O (1.31, -1.32, -0.51)
C (0.57, -0.25, 0.00)
C (-0.46, -0.73, 1.02)
O (-1.10, 0.39, 1.69)
C (-2.20, 1.03, 0.97)
H (1.96, -4.15, -3.56)
H (2.35, -2.99, -4.65)
H (0.64, -3.22, -4.45)
H (3.62, -1.78, -2.94)
H (3.20, -2.85, -1.81)
H (2.12, 0.07, -1.88)
H (3.23, -0.74, -0.50)
H (0.03, 0.24, -0.85)
H (1.22, 0.52, 0.45)
H (-0.09, -1.38, 1.89)
H (-1.30, -1.28, 0.56)
H (-2.97, 0.30, 0.70)
H (-1.85, 1.43, -0.01)
H (-2.62, 1.91, 1.50)
C (-7.79, -6.21, -4.16)
O (-7.52, -4.97, -4.69)
C (-7.91, -3.88, -3.86)
C (-7.32, -2.64, -4.48)
O (-5.93, -2.73, -4.21)
C (-5.04, -1.99, -5.00)
C (-3.71, -2.02, -4.38)
O (-3.56, -1.12, -3.31)
C (-2.67, -1.61, -2.33)
H (-7.13, -6.46, -3.33)
H (-7.45, -6.93, -4.98)
H (-8.89, -6.25, -3.90)
H (-7.55, -3.99, -2.82)
H (-8.99, -3.79, -3.84)
H (-7.72, -1.62, -4.11)
H (-7.55, -2.59, -5.55)
H (-5.45, -1.01, -5.07)
H (-5.05, -2.39, -6.02)
H (-2.98, -1.84, -5.22)
H (-3.57, -3.07, -4.16)
H (-1.58, -1.49, -2.63)
H (-2.76, -2.67, -2.10)
H (-3.01, -0.98, -1.50)
C (-3.62, -2.22, 4.91)
O (-3.79, -2.90, 3.68)
C (-2.75, -2.65, 2.71)
C (-3.02, -3.63, 1.53)
O (-1.84, -3.51, 0.66)
C (-1.40, -4.73, 0.11)
C (0.09, -4.60, -0.28)
O (0.90, -4.55, 0.95)
C (2.28, -4.47, 0.65)
H (-3.95, -1.21, 4.84)
H (-2.56, -2.24, 5.20)
H (-4.27, -2.64, 5.68)
H (-1.75, -2.88, 3.05)
H (-2.78, -1.57, 2.38)
H (-4.01, -3.47, 1.03)
H (-3.05, -4.64, 1.92)
H (-2.08, -4.99, -0.73)
H (-1.53, -5.56, 0.82)
H (0.21, -3.60, -0.82)
H (0.35, -5.47, -0.89)
H (2.62, -5.11, -0.11)
H (2.76, -4.95, 1.57)
H (2.54, -3.41, 0.63)
C (4.93, 5.76, 4.94)
O (5.74, 4.94, 4.14)
C (6.55, 5.73, 3.22)
C (7.13, 4.78, 2.03)
O (6.22, 3.75, 1.77)
C (5.55, 3.93, 0.50)
C (4.36, 4.76, 0.55)
O (4.51, 6.13, 0.55)
C (3.53, 6.93, -0.17)
H (4.65, 6.68, 4.33)
H (5.45, 6.06, 5.85)
H (4.02, 5.18, 5.09)
H (7.27, 6.26, 3.81)
H (5.87, 6.44, 2.76)
H (8.13, 4.45, 2.20)
H (7.24, 5.40, 1.18)
H (5.26, 2.92, 0.23)
H (6.26, 4.29, -0.31)
H (3.79, 4.45, 1.40)
H (3.79, 4.43, -0.37)
H (2.97, 7.46, 0.57)
H (2.82, 6.27, -0.65)
H (4.06, 7.49, -0.90)
C (6.67, -4.79, 6.19)
O (7.01, -3.41, 6.21)
C (6.42, -2.69, 7.21)
C (6.65, -1.20, 7.01)
O (6.15, -0.64, 5.78)
C (6.50, 0.75, 5.71)
C (5.89, 1.52, 4.53)
O (4.48, 1.61, 4.60)
C (3.86, 2.35, 3.59)
H (5.65, -4.98, 5.62)
H (6.65, -5.22, 7.19)
H (7.40, -5.39, 5.73)
H (6.79, -2.93, 8.23)
H (5.34, -2.92, 7.26)
H (7.73, -1.01, 7.13)
H (6.12, -0.74, 7.82)
H (7.54, 0.87, 5.44)
H (6.30, 1.30, 6.62)
H (6.14, 0.99, 3.62)
H (6.38, 2.42, 4.63)
H (2.80, 2.36, 3.86)
H (3.92, 1.83, 2.60)
H (4.27, 3.34, 3.55)
C (2.03, 5.15, 7.72)
O (1.59, 3.82, 7.65)
C (2.32, 3.10, 6.67)
C (1.86, 1.69, 6.35)
O (0.57, 1.87, 5.75)
C (0.01, 0.73, 5.18)
C (-1.48, 0.89, 5.13)
O (-2.07, 0.37, 6.37)
C (-2.06, 1.41, 7.37)
H (1.93, 5.42, 8.77)
H (1.41, 5.80, 7.13)
H (3.12, 5.23, 7.37)
H (3.39, 3.08, 6.80)
H (2.16, 3.62, 5.72)
H (1.80, 1.08, 7.25)
H (2.64, 1.31, 5.66)
H (0.22, -0.13, 5.81)
H (0.39, 0.50, 4.18)
H (-1.86, 0.30, 4.33)
H (-1.77, 1.98, 5.01)
H (-2.51, 1.02, 8.21)
H (-2.49, 2.31, 6.98)
H (-1.09, 1.67, 7.62)
C (-2.14, -3.27, -8.04)
O (-2.10, -3.64, -6.67)
C (-1.08, -4.53, -6.38)
C (-1.40, -5.28, -5.08)
O (-2.73, -5.87, -5.02)
C (-3.04, -6.69, -6.09)
H (-1.85, -4.13, -8.69)
H (-1.51, -2.45, -8.27)
H (-3.16, -2.92, -8.39)
H (-0.20, -3.90, -6.20)
H (-0.86, -5.16, -7.29)
H (-1.30, -4.64, -4.19)
H (-0.63, -6.10, -4.94)
H (-3.92, -7.19, -5.76)
H (-2.36, -7.50, -6.26)
H (-3.13, -6.23, -7.06)
C (-6.63, -1.67, -0.43)
O (-6.78, -2.49, 0.69)
C (-6.57, -1.74, 1.83)
C (-7.03, -2.56, 3.05)
O (-8.38, -2.51, 3.13)
C (-8.94, -3.14, 4.32)
H (-7.29, -2.02, -1.21)
H (-5.64, -1.64, -0.80)
H (-6.94, -0.64, -0.18)
H (-7.10, -0.82, 1.85)
H (-5.45, -1.57, 2.04)
H (-6.49, -2.11, 3.93)
H (-6.70, -3.61, 2.85)
H (-9.97, -2.77, 4.35)
H (-8.30, -2.82, 5.22)
H (-8.78, -4.22, 4.21)
C (6.06, -4.16, -4.60)
O (5.65, -4.56, -3.31)
C (5.91, -5.89, -3.00)
C (4.82, -6.86, -3.48)
O (3.60, -6.33, -2.88)
C (2.44, -7.16, -3.09)
H (7.09, -3.82, -4.62)
H (5.38, -3.26, -4.84)
H (5.91, -4.96, -5.26)
H (5.87, -5.98, -1.91)
H (6.91, -6.30, -3.29)
H (5.17, -7.84, -3.08)
H (4.69, -7.01, -4.53)
H (2.45, -7.47, -4.15)
H (1.57, -6.51, -2.85)
H (2.48, -8.06, -2.42)
C (-5.27, 1.95, -1.07)
O (-5.11, 3.40, -1.23)
C (-5.87, 4.03, -0.24)
C (-5.76, 5.57, -0.32)
O (-4.55, 5.87, 0.36)
C (-4.29, 7.24, 0.27)
H (-5.13, 1.61, -0.05)
H (-4.59, 1.48, -1.85)
H (-6.35, 1.70, -1.39)
H (-5.51, 3.85, 0.79)
H (-6.90, 3.66, -0.32)
H (-6.64, 5.92, 0.30)
H (-5.83, 6.05, -1.36)
H (-5.09, 7.85, 0.66)
H (-4.16, 7.67, -0.70)
H (-3.29, 7.47, 0.76)
C (5.92, -1.67, 1.21)
O (5.63, -0.59, 0.36)
C (6.70, -0.04, -0.31)
C (6.24, 0.70, -1.49)
O (5.95, -0.07, -2.63)
C (7.12, -0.45, -3.31)
H (6.54, -1.42, 2.06)
H (6.46, -2.42, 0.69)
H (4.94, -2.02, 1.55)
H (7.51, -0.76, -0.52)
H (7.23, 0.67, 0.41)
H (7.03, 1.49, -1.74)
H (5.28, 1.23, -1.21)
H (7.59, 0.43, -3.75)
H (6.80, -0.96, -4.20)
H (7.75, -1.07, -2.67)

Löwdin atomic charge list, values in e, 6 entries: 0.04, -0.26, 0.00, -0.09, -0.07, -0.10